Entry 1:
Density functional theory data (ωB97M-V/def2-TZVPD) for the molecule C21H23N3O5S in a non-equilibrium geometry.

Last column: Löwdin charge in e.
Element x y z (Å)
1 C 5.29 3.59 0.41  -0.0581
2 C 3.85 3.60 -0.07  -0.2124
3 O 3.24 2.31 0.08  -0.0565
4 C 3.49 1.41 -0.91  -0.4316
5 O 4.14 1.68 -1.89  0.1168
6 C 2.86 0.12 -0.70  -0.1280
7 C 2.73 -0.83 -1.72  0.0208
8 C 2.05 -1.91 -1.17  -0.4809
9 S 1.43 -3.47 -1.59  1.0643
10 C 0.84 -3.69 0.05  -0.5626
11 C 0.14 -4.95 0.39  -0.1048
12 C 1.10 -2.64 0.86  -0.0482
13 C 1.79 -1.61 0.18  -0.2674
14 N 2.27 -0.37 0.45  0.0142
15 C 2.21 0.21 1.77  -0.0083
16 C 0.79 0.09 2.36  -0.4432
17 O 0.60 -0.55 3.37  0.0517
18 N -0.20 0.70 1.68  -0.0370
19 C -0.11 1.50 0.49  -0.0876
20 C -0.79 0.77 -0.68  -0.0898
21 N -2.16 0.46 -0.32  -0.0325
22 C -3.15 1.19 -0.90  -0.3875
23 O -2.90 2.05 -1.73  0.0633
24 C -4.56 0.92 -0.57  -0.1708
25 C -5.62 1.70 -0.97  0.0115
26 C -6.79 1.06 -0.50  -0.0458
27 C -6.36 -0.06 0.15  -0.1021
28 O -5.02 -0.15 0.11  0.0232
29 C -2.25 -0.34 0.88  -0.0983
30 C -1.58 0.40 2.04  -0.0931
31 H 5.34 3.27 1.45  0.0775
32 H 5.88 2.92 -0.20  0.0771
33 H 5.70 4.60 0.33  0.0783
34 H 3.23 4.27 0.52  0.1249
35 H 3.80 3.88 -1.13  0.1230
36 H 3.10 -0.70 -2.72  0.1201
37 H -0.19 -4.93 1.43  0.0821
38 H 0.80 -5.81 0.25  0.0786
39 H -0.73 -5.10 -0.25  0.0776
40 H 0.82 -2.60 1.90  0.1136
41 H 2.87 -0.35 2.45  0.1464
42 H 2.53 1.25 1.74  0.1250
43 H 0.93 1.73 0.24  0.1036
44 H -0.64 2.44 0.66  0.1411
45 H -0.81 1.40 -1.56  0.1284
46 H -0.27 -0.17 -0.90  0.1275
47 H -5.55 2.61 -1.53  0.1197
48 H -7.80 1.39 -0.62  0.1034
49 H -6.89 -0.84 0.65  0.1238
50 H -3.28 -0.57 1.13  0.1152
51 H -1.71 -1.28 0.70  0.1326
52 H -1.57 -0.21 2.94  0.1246
53 H -2.11 1.34 2.24  0.1368

Properties
net charge: 0
LUMO level: 0.50 eV
frontier orbital gap: 8.6 eV
ΔE to the lowest compared entry with this formula, charge and spin: 54.3 kcal per mole
E: -47693.759 eV
M: 429.50 g mol⁻¹

---

Entry 2:
Density functional theory data (ωB97M-V/def2-TZVPD) for the molecule C21H23N3O7S in a non-equilibrium geometry.

Last column: Löwdin charge in e.
Element x y z (Å)
1 O -0.19 1.85 -1.11  0.0695
2 C 0.47 0.90 -1.52  -0.3989
3 N 1.79 0.80 -1.53  0.1098
4 C 2.72 1.78 -1.01  -0.1071
5 C 3.85 1.11 -0.28  -0.2125
6 C 4.74 0.31 -0.98  -0.0448
7 C 5.78 -0.33 -0.32  -0.0794
8 C 5.93 -0.17 1.04  -0.0881
9 C 5.05 0.63 1.75  -0.0754
10 C 4.01 1.27 1.09  -0.0487
11 C -0.19 -0.34 -2.12  -0.4034
12 O 0.47 -1.25 -2.58  0.0791
13 N -1.53 -0.26 -2.13  0.1034
14 C -2.37 -1.32 -2.62  -0.0802
15 C -2.62 -2.41 -1.55  -0.3471
16 O -3.41 -3.43 -2.12  -0.0578
17 C -4.57 -3.61 -1.33  -0.1500
18 C -4.72 -2.28 -0.59  -0.1480
19 N -3.34 -1.87 -0.42  -0.1535
20 S -2.66 -2.28 1.09  0.7009
21 O -1.90 -3.50 1.01  -0.2720
22 O -3.72 -2.21 2.06  -0.2774
23 C -1.55 -0.90 1.31  -0.2799
24 C -0.19 -1.09 1.37  -0.0431
25 C 0.64 0.00 1.58  0.0205
26 C 0.09 1.27 1.71  -0.2022
27 C -1.30 1.46 1.59  -0.2006
28 C -2.11 0.35 1.41  0.0251
29 O -1.86 2.69 1.63  -0.0054
30 C -0.93 3.73 1.39  -0.1385
31 C 0.29 3.53 2.28  -0.1275
32 O 0.94 2.31 1.94  -0.0431
33 H 2.16 -0.06 -1.92  0.1388
34 H 3.11 2.38 -1.85  0.1352
35 H 2.16 2.44 -0.35  0.1160
36 H 4.63 0.19 -2.05  0.1153
37 H 6.47 -0.95 -0.88  0.1036
38 H 6.74 -0.67 1.56  0.1019
39 H 5.16 0.76 2.81  0.1046
40 H 3.32 1.89 1.64  0.0996
41 H -1.94 0.51 -1.63  0.1435
42 H -3.32 -0.91 -2.95  0.1341
43 H -1.87 -1.81 -3.46  0.1360
44 H -1.66 -2.81 -1.21  0.1513
45 H -4.42 -4.43 -0.62  0.1278
46 H -5.40 -3.84 -2.00  0.1258
47 H -5.24 -1.54 -1.20  0.1267
48 H -5.20 -2.36 0.38  0.1130
49 H 0.21 -2.09 1.27  0.1189
50 H 1.71 -0.11 1.65  0.1167
51 H -3.18 0.47 1.35  0.1340
52 H -1.44 4.67 1.61  0.1355
53 H -0.62 3.70 0.33  0.1222
54 H 1.03 4.32 2.13  0.1355
55 H -0.02 3.50 3.33  0.1404

Properties
net charge: 0
LUMO level: 0.61 eV
frontier orbital gap: 9.3 eV
ΔE to the lowest compared entry with this formula, charge and spin: 0.0 kcal per mole
E: -51788.628 eV
M: 461.50 g mol⁻¹

---

Entry 3:
Density functional theory data (ωB97M-V/def2-TZVPD) for a structure of composition C21H23N5O2S2Ta.

Last column: Löwdin charge in e.
Element x y z (Å)
1 Ta 0.06 -1.41 0.73  1.8672
2 C 0.35 -6.77 3.39  -0.3121
3 S 1.48 -5.36 3.32  0.9903
4 C 0.61 -4.26 2.35  -1.0186
5 S 1.44 -2.70 2.14  0.7400
6 N -0.55 -4.44 1.84  -0.0374
7 N -0.97 -3.39 1.06  -0.1779
8 C -2.11 -3.61 0.49  0.0203
9 C -2.54 -2.69 -0.54  -0.2358
10 C -3.72 -2.86 -1.24  0.0634
11 C -4.00 -1.99 -2.30  0.0481
12 C -3.07 -1.02 -2.61  0.0332
13 C -1.91 -0.91 -1.85  -0.0508
14 N -1.64 -1.71 -0.81  -0.0108
15 H 0.75 -7.41 4.16  0.0602
16 H 0.33 -7.28 2.43  0.0604
17 H -0.65 -6.43 3.67  0.0539
18 H -2.66 -4.51 0.73  0.1666
19 H -4.39 -3.66 -0.97  0.1480
20 H -4.91 -2.10 -2.87  0.1465
21 H -3.22 -0.34 -3.44  0.1402
22 H -1.18 -0.15 -2.11  0.1168
23 N 3.55 0.72 2.28  0.1316
24 C 2.69 1.01 3.31  -0.0050
25 C 1.50 0.47 2.97  -0.1054
26 N 1.63 -0.15 1.74  -0.2428
27 C 2.89 0.02 1.35  -0.1512
28 H 4.52 0.99 2.23  0.1913
29 H 2.99 1.57 4.18  0.1477
30 H 0.57 0.48 3.52  0.1294
31 H 3.33 -0.34 0.44  0.1550
32 C 0.82 5.97 -2.42  0.0037
33 C 0.59 4.60 -1.90  -0.1726
34 C -0.23 4.38 -0.79  0.0354
35 C -0.44 3.14 -0.25  -0.1347
36 C -1.35 3.04 0.94  -0.0077
37 C 0.23 2.01 -0.87  -0.0470
38 C 1.06 2.21 -2.04  -0.1431
39 C 1.76 1.12 -2.79  -0.0089
40 C 1.21 3.49 -2.51  0.0322
41 C 0.11 0.75 -0.31  -0.4441
42 O -0.66 0.43 0.73  -0.1592
43 O 0.77 -0.36 -0.75  -0.1940
44 H 0.05 6.66 -2.10  0.0999
45 H 0.88 5.97 -3.51  0.1063
46 H 1.78 6.33 -2.05  0.1214
47 H -0.73 5.24 -0.34  0.1387
48 H -1.75 4.02 1.17  0.1002
49 H -0.81 2.68 1.82  0.0916
50 H -2.18 2.36 0.76  0.0969
51 H 1.12 0.27 -3.03  0.0830
52 H 2.61 0.75 -2.22  0.0976
53 H 2.15 1.52 -3.73  0.1012
54 H 1.83 3.67 -3.38  0.1407

Properties
net charge: +3
LUMO level: -11.52 eV
frontier orbital gap: 5.6 eV
ΔE to the lowest compared entry with this formula, charge and spin: 43.1 kcal per mole
E: -56893.158 eV
M: 622.53 g mol⁻¹

---

Entry 4:
Density functional theory data (ωB97M-V/def2-TZVPD) for a structure of composition C21H23N9O7SiTa.

Last column: Löwdin charge in e.
Element x y z (Å)
1 Ta -0.50 0.63 -0.23  1.9620
2 N -3.84 3.26 0.42  0.1820
3 C -3.44 3.29 1.74  0.0128
4 C -2.33 2.52 1.84  -0.0510
5 N -2.04 2.01 0.58  -0.0390
6 C -2.98 2.49 -0.24  -0.2173
7 C -2.84 2.07 -1.63  -0.2126
8 N -1.82 1.24 -1.88  -0.0532
9 C -1.86 0.98 -3.24  -0.0496
10 C -2.90 1.66 -3.78  0.0164
11 N -3.50 2.34 -2.75  0.1844
12 H -4.64 3.74 0.05  0.1969
13 H -3.99 3.85 2.49  0.1516
14 H -1.73 2.30 2.70  0.1294
15 H -1.14 0.34 -3.73  0.1312
16 H -3.26 1.72 -4.80  0.1531
17 H -4.31 2.94 -2.86  0.1981
18 C 1.67 3.64 0.62  0.0108
19 C 1.49 2.51 1.56  -0.2671
20 C 2.14 2.41 2.79  0.0382
21 C 1.92 1.31 3.60  0.0408
22 C 1.04 0.29 3.23  0.0376
23 C 0.40 0.43 2.02  -0.3723
24 N 0.64 1.52 1.22  -0.0488
25 N -0.53 -0.44 1.37  -0.1768
26 Si -1.16 -2.11 1.94  0.5345
27 C -2.91 -2.14 1.29  -0.1544
28 C -1.13 -2.18 3.80  -0.1587
29 C 0.01 -3.34 1.13  -0.1429
30 H 1.64 4.59 1.16  0.1111
31 H 0.89 3.65 -0.15  0.0809
32 H 2.64 3.56 0.13  0.0995
33 H 2.82 3.20 3.09  0.1464
34 H 2.44 1.24 4.55  0.1445
35 H 0.87 -0.56 3.86  0.1053
36 H -3.59 -1.72 2.04  0.0478
37 H -3.22 -3.17 1.12  0.0591
38 H -3.06 -1.61 0.35  0.0158
39 H -1.51 -1.28 4.28  0.0497
40 H -0.17 -2.45 4.24  0.0442
41 H -1.82 -2.99 4.07  0.0619
42 H 0.98 -2.90 0.88  0.0352
43 H -0.42 -3.79 0.24  0.0306
44 H 0.22 -4.15 1.82  0.0593
45 O 3.33 -4.88 -3.64  0.1400
46 N 3.97 -3.88 -3.41  -0.3349
47 O 5.14 -3.68 -3.60  0.1538
48 C 3.19 -2.75 -2.83  -0.0617
49 C 1.85 -2.92 -2.60  0.1399
50 C 1.13 -1.85 -2.06  -0.0615
51 C 1.74 -0.61 -1.77  -0.1552
52 O 1.03 0.48 -1.37  -0.1973
53 C 3.13 -0.53 -1.98  -0.0181
54 C 3.85 -1.57 -2.53  0.1515
55 N 3.86 0.69 -1.58  -0.3195
56 O 4.82 0.98 -2.23  0.1871
57 O 3.44 1.27 -0.59  0.0848
58 N -0.26 -2.07 -1.83  -0.2423
59 O -0.94 -1.21 -1.18  -0.1484
60 O -0.78 -3.06 -2.19  0.2366
61 H 1.37 -3.86 -2.83  0.1556
62 H 4.91 -1.47 -2.71  0.1621

Properties
net charge: +3
LUMO level: -10.79 eV
frontier orbital gap: 7.1 eV
ΔE to the lowest compared entry with this formula, charge and spin: 0.0 kcal per mole
E: -59293.548 eV
M: 722.51 g mol⁻¹

---

Entry 5:
Density functional theory data (ωB97M-V/def2-TZVPD) for the molecule C21H24BrN3O6S in a non-equilibrium geometry.

Last column: Löwdin charge in e.
Element x y z (Å)
1 C -1.98 5.86 2.98  -0.0867
2 O -2.17 5.25 1.73  -0.0861
3 C -1.07 4.79 1.06  -0.3066
4 C 0.24 4.97 1.48  -0.0547
5 C 1.28 4.44 0.73  -0.0553
6 C 1.04 3.73 -0.44  -0.2596
7 C 2.17 3.08 -1.18  -0.1266
8 C 2.44 1.68 -0.60  -0.1516
9 N 1.27 0.85 -0.72  0.0914
10 C 1.19 -0.26 -1.45  -0.4038
11 O 2.11 -0.83 -2.02  0.0614
12 C -0.23 -0.83 -1.47  -0.3901
13 O -1.11 -0.39 -0.75  0.0704
14 N -0.37 -1.82 -2.36  0.1009
15 C -1.48 -2.73 -2.37  -0.0701
16 C -1.02 -4.12 -1.89  -0.3313
17 O -0.28 -4.73 -2.91  -0.0604
18 C 0.81 -5.42 -2.32  -0.1409
19 C 1.16 -4.55 -1.11  -0.1410
20 N -0.13 -4.00 -0.74  -0.1625
21 S -0.76 -4.28 0.79  0.6946
22 O -2.14 -4.64 0.67  -0.2730
23 O 0.14 -5.16 1.49  -0.2725
24 C -0.62 -2.64 1.46  -0.2710
25 C 0.65 -2.12 1.65  -0.0515
26 C 0.80 -0.82 2.08  -0.1188
27 C -0.34 -0.06 2.31  -0.6723
28 Br -0.14 1.73 2.87  0.8271
29 C -1.61 -0.58 2.14  -0.1104
30 C -1.75 -1.88 1.70  -0.0519
31 C -0.28 3.58 -0.86  -0.0454
32 C -1.32 4.10 -0.12  0.0032
33 H -2.98 6.08 3.35  0.0942
34 H -1.48 5.19 3.68  0.0918
35 H -1.42 6.79 2.89  0.0955
36 H 0.47 5.50 2.39  0.1037
37 H 2.30 4.58 1.08  0.1177
38 H 3.08 3.67 -1.09  0.1167
39 H 1.92 2.98 -2.24  0.1206
40 H 2.71 1.78 0.46  0.1211
41 H 3.25 1.18 -1.14  0.1231
42 H 0.40 1.21 -0.34  0.1139
43 H 0.48 -2.11 -2.83  0.1416
44 H -2.24 -2.33 -1.70  0.1314
45 H -1.88 -2.83 -3.38  0.1335
46 H -1.90 -4.72 -1.61  0.1492
47 H 0.50 -6.42 -1.99  0.1312
48 H 1.60 -5.49 -3.06  0.1288
49 H 1.56 -5.11 -0.27  0.1143
50 H 1.84 -3.73 -1.38  0.1201
51 H 1.51 -2.75 1.45  0.1210
52 H 1.78 -0.39 2.23  0.1055
53 H -2.48 0.04 2.32  0.1111
54 H -2.71 -2.33 1.53  0.1190
55 H -0.49 3.05 -1.77  0.1190
56 H -2.34 3.98 -0.44  0.1212

Properties
net charge: 0
LUMO level: 0.54 eV
frontier orbital gap: 9.1 eV
E: -119800.046 eV
M: 526.41 g mol⁻¹